17
Properties=species:S:1:pos:R:3:forces:R:3 method="wB97M-V/def2-TZVPD" energy_ha=-272.46516 de_lowest_ev=6.8801 charge=0 homo_lumo_gap_ha="0.3126 / 0.2876"
C 1.479101 -1.025949 -0.035680 0.7427 -1.5954 0.0931
C 0.071574 -1.175185 0.039433 -0.8735 3.4656 -0.0832
C 1.888703 0.231811 0.080015 -0.4090 -1.7970 -0.1891
C -0.531388 0.021204 0.034475 0.0393 -0.7180 -0.9907
C 3.265055 0.659334 0.088260 1.4915 2.7123 -1.1670
C -3.108250 -0.049820 0.180668 1.7417 0.0494 -5.0727
C -1.823593 0.717348 -0.162493 1.0037 3.5192 -0.2420
H 2.064078 -1.980342 -0.182076 0.1075 1.3366 0.2563
H -0.462270 -2.042277 0.111277 -1.2959 -2.4699 0.0431
H 3.476791 1.263524 -0.910078 -0.2630 -0.7228 2.1135
H 3.968102 -0.214072 -0.003873 -0.6410 0.6596 0.5792
H 3.437102 1.336943 1.009107 0.3111 -1.0942 -1.5618
H -2.899136 -0.626475 0.973225 0.0645 -2.4216 2.8555
H -3.368596 -0.615073 -0.797918 0.2625 0.3836 1.9781
H -3.841757 0.646630 0.323622 -2.1090 1.5817 0.6805
H -1.619724 1.710291 0.513562 -1.1247 -2.0829 -1.4451
H -1.995797 1.142113 -1.261532 0.9517 -0.8063 2.1521